The following is a quantum chemistry calculation of the molecule C18H19N, from OMol25.

SMILES = C[C@@H]1Cc2ccccc2C(CCc2ccccc2)=N1
Relative energy (zero: lowest compared OMol25 entry of this formula, charge and spin) = 0.0 kJ/mol
HOMO-LUMO gap = 9.44 eV
E_HOMO = -8.813 eV
Largest force on an atom = 0.63 eV Å⁻¹
LUMO energy = 0.6 eV

XYZ file:
```
38
C18H19N ωB97M-V/def2-TZVPD
C 1.21868 -3.50989 -0.03794
C 1.53652 -2.03768 -0.31698
C 2.08545 -1.33579 0.93242
C 0.98132 -1.14728 1.92902
C 1.19275 -1.21591 3.29536
C 0.14007 -1.03572 4.17692
C -1.13475 -0.79480 3.69253
C -1.35709 -0.71982 2.32952
C -0.30292 -0.88310 1.43617
C -0.47004 -0.84987 -0.02851
C -1.69527 -0.18808 -0.60014
C -1.49238 0.30145 -2.03760
C -0.88364 1.67362 -2.11681
C 0.12272 2.07648 -1.24720
C 0.67673 3.34054 -1.34107
C 0.23530 4.22617 -2.30891
C -0.76433 3.83634 -3.18293
C -1.31805 2.57239 -3.08407
N 0.35722 -1.38412 -0.82766
H 0.78857 -3.96830 -0.92480
H 2.12534 -4.04524 0.23318
H 0.50256 -3.59011 0.77788
H 2.28057 -1.98886 -1.12234
H 2.47822 -0.35391 0.64359
H 2.90548 -1.91148 1.36421
H 2.18617 -1.41680 3.67102
H 0.31292 -1.09224 5.24162
H -1.95854 -0.66568 4.37918
H -2.35798 -0.54921 1.96264
H -1.99544 0.64705 0.03613
H -2.50059 -0.92892 -0.58471
H -0.83436 -0.41232 -2.53988
H -2.45038 0.30916 -2.56104
H 0.48079 1.39475 -0.49071
H 1.45732 3.63615 -0.65440
H 0.66755 5.21349 -2.38122
H -1.11634 4.51988 -3.94226
H -2.10016 2.27766 -3.77023
```

The following is a quantum chemistry calculation of a structure of composition C55H63Cl3N11O5S4Ti, from OMol25.

Relative energy (zero: lowest compared OMol25 entry of this formula, charge and spin) = 0.0 kJ/mol
HOMO-LUMO gap (alpha / beta) = 7.38 / 7.30 eV
E_HOMO (alpha / beta) = -6.996 / -7.030 eV
Largest force on an atom = 1.82 eV Å⁻¹
Multiplicity = 2
LUMO energy (alpha / beta) = 0.4 / 0.3 eV

XYZ file:
```
142
C55H63Cl3N11O5S4Ti ωB97M-V/def2-TZVPD
Ti -0.34471 0.20185 -0.15133
C -1.69802 -3.23316 -2.71003
C -0.88761 -2.34931 -1.79716
N -1.38408 -1.27455 -1.25519
N -2.69525 -0.96204 -1.67005
C -3.47993 -0.60978 -0.71004
S -3.15784 -0.51082 0.94898
S -5.13058 -0.16283 -1.28511
C -5.68057 -1.81061 -1.80879
C -5.71566 -2.79966 -0.68325
C -4.72407 -3.76242 -0.56419
C -4.72890 -4.65930 0.49357
C -5.72775 -4.59807 1.44969
C -6.72375 -3.63696 1.33984
C -6.71474 -2.74580 0.28312
C 0.52782 -2.74093 -1.59316
C 0.95380 -4.02996 -1.97004
C 2.27350 -4.41778 -1.86748
C 3.22240 -3.50575 -1.40183
C 2.84314 -2.23953 -1.01553
C 1.49837 -1.85368 -1.08728
O 1.18862 -0.63473 -0.69106
H -2.60982 -2.72897 -3.01682
H -1.96751 -4.16062 -2.20044
H -1.10941 -3.50728 -3.58409
H -5.04508 -2.16819 -2.62121
H -6.68214 -1.64224 -2.21002
H -3.94163 -3.80264 -1.30802
H -3.95350 -5.40970 0.56676
H -5.73494 -5.29521 2.27533
H -7.50504 -3.58035 2.08394
H -7.47872 -1.98356 0.21221
H 0.23568 -4.74131 -2.34711
H 2.56935 -5.41436 -2.16117
H 4.26348 -3.79624 -1.33933
H 3.53901 -1.50655 -0.64121
C -0.05972 4.49745 1.21106
N -0.00643 3.65420 2.37383
C 0.01847 4.34438 3.64428
C -0.25930 2.32784 2.27549
N -1.02524 1.80963 1.31254
C -2.22615 2.53984 1.13782
C -2.85662 2.95282 2.29086
C -4.05853 3.67034 2.29131
C -4.67098 3.94822 1.10961
C -4.09689 3.50745 -0.10767
C -4.80818 3.76857 -1.30448
C -4.34498 3.31583 -2.50066
C -3.13357 2.61287 -2.53956
C -2.37691 2.39566 -1.41116
N -1.18946 1.64964 -1.56893
C -0.40424 1.88581 -2.59582
N -0.18491 3.10222 -3.14301
C 0.26219 3.26599 -4.51382
C -0.50982 4.34110 -2.47732
N 0.26538 0.79195 -3.12452
C 1.68656 0.83565 -3.40571
C -0.52819 -0.09845 -3.95504
C -2.85760 2.80481 -0.12588
N 0.25839 1.55346 3.24655
C -0.36374 0.31024 3.65590
C 1.43934 1.92394 4.00008
H -1.01741 5.02891 1.14292
H 0.08276 3.86356 0.33810
H 0.75736 5.22055 1.26678
H -0.70320 5.16609 3.60670
H 1.00526 4.75322 3.87283
H -0.28253 3.67202 4.44405
H -2.41865 2.67660 3.24252
H -4.50248 3.96910 3.23192
H -5.61084 4.47910 1.07624
H -5.74653 4.30102 -1.23477
H -4.90820 3.46711 -3.41152
H -2.79001 2.20339 -3.48042
H 1.31285 3.56624 -4.56133
H -0.34164 4.04470 -4.98553
H 0.12569 2.34609 -5.07629
H -0.57505 4.18387 -1.40682
H -1.46966 4.73973 -2.82650
H 0.27961 5.06408 -2.69261
H 1.95716 1.34990 -4.33620
H 2.03201 -0.19621 -3.48326
H 2.21546 1.27517 -2.56278
H -1.53899 -0.17478 -3.55503
H -0.07215 -1.08758 -3.94976
H -0.57067 0.24147 -5.00268
H -0.59034 0.37358 4.72411
H 0.32233 -0.51913 3.48452
H -1.28125 0.15685 3.08700
H 1.18382 2.33299 4.98439
H 2.02179 2.64124 3.43052
H 2.03034 1.02116 4.15002
C -0.59273 -3.85372 2.10468
C -0.37974 -2.48680 1.67478
N -0.27317 -1.39385 1.33652
H -0.19894 -3.99438 3.10967
H -0.08624 -4.52915 1.41783
H -1.66513 -4.05007 2.09552
Cl 7.90279 4.40099 -1.73865
C 7.71576 3.01660 -0.70074
C 6.55530 2.86158 0.02840
C 6.41442 1.74005 0.82779
C 7.40764 0.77520 0.92125
C 7.27925 -0.47156 1.77282
C 6.29104 -0.37736 2.96719
N 5.00574 -1.00532 2.73003
C 4.75459 -2.35570 2.74622
C 3.42380 -2.48793 2.48941
N 2.84390 -1.25902 2.31575
C 3.81861 -0.39965 2.47079
O 7.04840 -1.65972 1.02848
C 6.02052 -1.64302 0.03038
C 6.50666 -1.30914 -1.34568
C 7.50115 -1.97174 -2.00014
Cl 8.38947 -3.32023 -1.41370
S 7.83475 -1.32880 -3.54870
C 6.59675 -0.15804 -3.35988
C 5.97978 -0.26148 -2.15485
C 8.56785 0.98388 0.17553
Cl 9.85964 -0.17944 0.22914
C 8.73727 2.08707 -0.63772
H 5.77168 3.59283 -0.02292
H 5.48551 1.62782 1.35845
H 8.27101 -0.63530 2.21442
H 6.11806 0.66097 3.25398
H 6.73774 -0.87504 3.83374
H 5.53679 -3.06832 2.90961
H 2.86039 -3.39696 2.39845
H 3.74219 0.66648 2.35136
H 5.20629 -0.96616 0.29654
H 5.61913 -2.66151 0.04751
H 6.40093 0.54811 -4.14373
H 5.17076 0.37356 -1.82845
H 9.64005 2.20944 -1.21359
C 2.96937 3.62230 -1.21082
S 2.74121 2.25414 -0.08119
O 3.07210 2.77657 1.24102
O 3.62066 1.19463 -0.54676
O 1.30570 1.94772 -0.24385
H 3.62387 4.34667 -0.74629
H 2.00934 4.08401 -1.42056
H 3.41231 3.25305 -2.12880
```

The following is a quantum chemistry calculation of a structure of composition C13H26NO4P2Ru, from OMol25.

Charge = +3
Relative energy (zero: lowest compared OMol25 entry of this formula, charge and spin) = 0.0 kJ/mol
HOMO-LUMO gap (alpha / beta) = 6.28 / 4.55 eV
E_HOMO (alpha / beta) = -19.257 / -19.255 eV
Largest force on an atom = 6.37 eV Å⁻¹
Multiplicity = 5
LUMO energy (alpha / beta) = -13.0 / -14.7 eV

XYZ file:
```
47
C13H26NO4P2Ru ωB97M-V/def2-TZVPD
Ru 0.27885 0.54836 0.68404
P 1.34562 -1.33409 0.70541
C 0.12330 -2.54853 -0.02462
C -1.19573 -1.89427 -0.30242
N -1.30814 -0.56274 -0.12783
C -2.38946 0.12358 -0.56562
C -3.52266 -0.57944 -0.98265
C -3.47970 -1.97712 -1.03950
C -2.29530 -2.62976 -0.71890
C -2.25467 1.63048 -0.68047
P -0.44604 2.06225 -0.75502
H -2.19498 -3.70782 -0.76741
H -4.38317 0.00183 -1.30884
H -4.35376 -2.53168 -1.37087
H -2.74458 1.98679 -1.59936
H -2.72391 2.15825 0.16564
H 0.54506 -3.01885 -0.91013
H 0.00551 -3.32906 0.74315
H 1.27243 -1.80095 -3.40963
O 1.01580 -2.73191 -3.44496
H 1.82020 -3.17716 -3.78573
H 2.12852 0.33229 -1.60445
O 2.21637 0.20343 -2.55932
H 2.89389 0.87624 -2.77693
C -0.13953 2.20627 -2.53157
H -1.01202 2.61277 -3.06323
H 0.70046 2.89692 -2.65123
H 0.17030 1.22733 -2.91521
C -0.22626 3.75359 -0.16426
H 0.75894 4.06505 -0.53277
H -0.99937 4.43271 -0.54243
H -0.20600 3.76976 0.93123
C 1.32120 -1.97115 2.42327
H 1.50063 -3.05332 2.39174
H 2.10345 -1.47658 3.01077
H 0.35041 -1.76906 2.89394
C 3.01724 -1.73344 0.13484
H 3.71641 -1.25515 0.83317
H 3.16093 -2.82115 0.15975
H 3.18490 -1.34808 -0.87825
C 0.25777 1.98532 4.48297
C 0.45987 1.52813 3.06425
O 1.47139 1.77913 2.34770
O -0.51974 0.82245 2.56179
H 0.97958 2.75098 4.76994
H 0.35671 1.12585 5.15253
H -0.76071 2.37154 4.55745
```

The following is a quantum chemistry calculation of a structure of composition C5H3CaO3, from OMol25.

Charge = +1
Relative energy (zero: lowest compared OMol25 entry of this formula, charge and spin) = 64.0 kJ/mol
HOMO-LUMO gap = 6.30 eV
E_HOMO = -12.032 eV
Largest force on an atom = 1.51 eV Å⁻¹
LUMO energy = -5.7 eV

XYZ file:
```
12
C5H3CaO3 ωB97M-V/def2-TZVPD
C 0.45169 -0.63257 1.60839
C 0.04009 -1.69281 2.22649
O -0.32522 -2.68056 2.72968
C 1.33289 0.56714 1.60449
C -0.00399 0.61244 0.94266
O -0.08699 0.60882 -0.44840
C -1.28031 -0.17535 -1.18432
O -1.01322 0.06435 -2.36017
Ca 0.66657 1.29794 -2.31114
H 1.46064 1.11807 2.53854
H 2.22000 0.52180 0.96754
H -0.80454 1.19245 1.40721
```

The following is a quantum chemistry calculation of the molecule C5H9NO, from OMol25.

Relative energy (zero: lowest compared OMol25 entry of this formula, charge and spin) = 429.7 kJ/mol
HOMO-LUMO gap (alpha / beta) = 7.54 / 8.13 eV
E_HOMO (alpha / beta) = -6.999 / -7.340 eV
Largest force on an atom = 0.67 eV Å⁻¹
LUMO energy (alpha / beta) = 0.5 / 0.8 eV

XYZ file:
```
16
C5H9NO ωB97M-V/def2-TZVPD
C 2.10212 0.15685 -0.24379
C 0.66811 -0.31159 -0.27536
C 0.24487 -1.23499 0.84265
C -2.16565 1.17930 0.34150
N -1.62156 0.62724 -0.72424
C -0.29291 0.48137 -1.02507
O 0.17742 -0.72220 -1.58077
H 2.79703 -0.68337 -0.34818
H 2.30726 0.65493 0.71137
H 2.27765 0.87209 -1.05078
H 0.35267 -0.74441 1.81803
H 0.87502 -2.13224 0.84846
H -0.79711 -1.54409 0.72476
H -1.52248 1.37364 1.18999
H -3.16394 1.58803 0.28214
H -2.23851 0.43944 -1.51072
```

The following is a quantum chemistry calculation of a cluster of 2 separate species, C2H5N3O2 in total, from OMol25.

SMILES = O=[NH+][O-].N=C=CN
Relative energy (zero: lowest compared OMol25 entry of this formula, charge and spin) = 640.1 kJ/mol
HOMO-LUMO gap = 8.06 eV
E_HOMO = -7.816 eV
Largest force on an atom = 4.24 eV Å⁻¹
LUMO energy = 0.2 eV

XYZ file:
```
12
C2H5N3O2 ωB97M-V/def2-TZVPD
O -2.02792 1.59380 -0.11368
N -2.65380 0.54543 -0.05447
O -3.41378 0.19992 0.80179
H -2.43473 -0.14686 -0.79902
N -0.00459 -1.19495 -1.57943
C 0.60771 -0.69470 -0.66762
C 1.06013 0.02194 0.32866
N 0.90701 -0.47188 1.61315
H 0.50311 -2.05278 -2.06357
H 1.51508 1.12020 0.33664
H 0.81886 0.25523 2.34418
H 0.17960 -1.13467 1.72590
```

Copy entry 1 word for word.
The following is a quantum chemistry calculation of the molecule C18H19N, from OMol25.

SMILES = C[C@@H]1Cc2ccccc2C(CCc2ccccc2)=N1
Relative energy (zero: lowest compared OMol25 entry of this formula, charge and spin) = 0.0 kJ/mol
HOMO-LUMO gap = 9.44 eV
E_HOMO = -8.813 eV
Largest force on an atom = 0.63 eV Å⁻¹
LUMO energy = 0.6 eV

XYZ file:
```
38
C18H19N ωB97M-V/def2-TZVPD
C 1.21868 -3.50989 -0.03794
C 1.53652 -2.03768 -0.31698
C 2.08545 -1.33579 0.93242
C 0.98132 -1.14728 1.92902
C 1.19275 -1.21591 3.29536
C 0.14007 -1.03572 4.17692
C -1.13475 -0.79480 3.69253
C -1.35709 -0.71982 2.32952
C -0.30292 -0.88310 1.43617
C -0.47004 -0.84987 -0.02851
C -1.69527 -0.18808 -0.60014
C -1.49238 0.30145 -2.03760
C -0.88364 1.67362 -2.11681
C 0.12272 2.07648 -1.24720
C 0.67673 3.34054 -1.34107
C 0.23530 4.22617 -2.30891
C -0.76433 3.83634 -3.18293
C -1.31805 2.57239 -3.08407
N 0.35722 -1.38412 -0.82766
H 0.78857 -3.96830 -0.92480
H 2.12534 -4.04524 0.23318
H 0.50256 -3.59011 0.77788
H 2.28057 -1.98886 -1.12234
H 2.47822 -0.35391 0.64359
H 2.90548 -1.91148 1.36421
H 2.18617 -1.41680 3.67102
H 0.31292 -1.09224 5.24162
H -1.95854 -0.66568 4.37918
H -2.35798 -0.54921 1.96264
H -1.99544 0.64705 0.03613
H -2.50059 -0.92892 -0.58471
H -0.83436 -0.41232 -2.53988
H -2.45038 0.30916 -2.56104
H 0.48079 1.39475 -0.49071
H 1.45732 3.63615 -0.65440
H 0.66755 5.21349 -2.38122
H -1.11634 4.51988 -3.94226
H -2.10016 2.27766 -3.77023
```